[1]
DFT (the ωB97M-V functional and the def2-TZVPD basis) results for a molecular structure, CHI4P.

Summary:
Multiplicity   1
Energy relative to the best compared isomer or geometry (same formula, charge and spin)   223.13 kJ/mol
Kohn-Sham gap (spin up / spin down)   6.9 / 6.8 eV
HOMO energy (spin up / spin down)   -0.3206 / -0.3062 Eh
Calculated total energy   -42742.43728 eV

Each line ends with the Löwdin charge.
Geometry (Å):
C1 0.268881 0.032056 1.166187  -1.273
P1 0.405419 -0.346789 -2.314173  -0.251
I1 1.926600 -0.664534 2.302103  0.640
I2 -0.167529 2.058227 1.400619  0.657
I3 -0.966084 -2.136870 -1.498069  0.218
I4 -0.982550 1.664643 -2.557308  0.153
H1 -0.484738 -0.606732 1.500642  -0.144

Atoms 1-2, force components in eV/Å:
C 1.85 1.16 1.01
P 0.03 0.54 0.09

=====

[2]
DFT (the ωB97M-V functional and the def2-TZVPD basis) results for a molecular structure, CHI4P.

Summary:
Multiplicity   1
Energy relative to the best compared isomer or geometry (same formula, charge and spin)   298.38 kJ/mol
Kohn-Sham gap (spin up / spin down)   3.6 / 3.6 eV
HOMO energy (spin up / spin down)   -0.2834 / -0.2858 Eh
Calculated total energy   -42741.65738 eV

Each line ends with the Löwdin charge.
Geometry (Å):
C1 0.315180 0.345201 -0.332132  -1.680
P1 -0.633510 1.122572 -1.760364  0.438
I1 2.219167 0.036179 -1.269382  0.746
I2 0.631970 1.337695 1.558118  0.660
I3 -1.681505 -2.212295 0.893409  -0.193
I4 -1.888981 3.175128 -1.263379  0.378
H1 -0.228199 -0.483871 -0.050302  -0.349

Atoms 1-2, force components in eV/Å:
C 0.90 4.37 -0.81
P 0.30 -0.16 1.05

=====

[3]
DFT (the ωB97M-V functional and the def2-TZVPD basis) results for a molecular structure, CHI4P.

Summary:
Multiplicity   1
Energy relative to the best compared isomer or geometry (same formula, charge and spin)   149.01 kJ/mol
Kohn-Sham gap (spin up / spin down)   7.6 / 5.0 eV
HOMO energy (spin up / spin down)   -0.3499 / -0.3128 Eh
Calculated total energy   -42743.20548 eV

Each line ends with the Löwdin charge.
Geometry (Å):
C1 -0.684087 0.045023 -0.045841  -1.729
P1 -0.050800 -1.187581 -1.237492  0.222
I1 -2.237385 1.093003 -1.124120  0.651
I2 -1.386011 -0.824548 1.830411  0.614
I3 2.371918 2.044415 0.433685  0.177
I4 1.905783 -1.957904 -0.097774  0.293
H1 0.080585 0.787594 0.241128  -0.227

Atoms 1-2, force components in eV/Å:
C 0.01 0.14 0.31
P -0.41 0.01 -0.23